(1)
ORCA calculation (ωB97M-V/def2-TZVPD) on C17H31N2O2P2Sc as an isolated structure in a non-equilibrium geometry.

Structure (XYZ):
```
55
C17H31N2O2P2Sc (ωB97M-V/def2-TZVPD)
Sc 0.109 -0.529 0.668
P -2.350 -0.143 0.022
C -2.119 0.321 -1.668
C -0.818 0.670 -2.135
N 0.321 0.336 -1.392
C 1.550 0.761 -1.804
C 1.708 1.519 -2.963
C 0.590 1.840 -3.740
C -0.651 1.404 -3.336
C 2.795 0.433 -0.944
P 2.553 -1.036 0.128
H -1.554 1.651 -3.890
H 2.715 1.855 -3.229
H 0.708 2.443 -4.643
H 3.691 0.258 -1.570
H 3.045 1.293 -0.286
H -2.141 -1.852 -3.442
H -2.957 0.468 -2.357
H -0.615 -4.125 -2.103
O -1.923 -2.784 -3.636
H -2.518 -3.019 -4.378
H -0.202 -2.319 0.831
O -0.222 -4.545 -1.301
H 0.554 -4.014 -1.076
C 2.990 -2.404 -0.967
H 4.015 -2.343 -1.332
H 2.840 -3.335 -0.419
H 2.296 -2.406 -1.809
C 3.825 -0.964 1.399
H 3.724 -1.864 2.010
H 4.847 -0.889 1.024
H 3.602 -0.112 2.045
C -3.101 1.282 0.859
H -4.072 1.524 0.420
H -3.212 1.105 1.934
H -2.437 2.145 0.737
C -3.439 -1.575 0.219
H -3.604 -1.773 1.284
H -4.406 -1.432 -0.266
H -2.941 -2.456 -0.196
C 0.869 3.120 0.922
C 0.304 2.405 2.091
C -0.094 2.953 3.322
C -0.659 1.916 4.087
C -0.599 0.742 3.318
C -1.156 -0.589 3.657
N 0.043 1.034 2.119
H 0.960 2.488 0.018
H 1.882 3.512 1.147
H 0.244 3.990 0.628
H 0.044 4.004 3.571
H -1.081 1.933 5.091
H -0.650 -0.998 4.554
H -2.237 -0.525 3.907
H -1.070 -1.372 2.869
```

Summary:
net charge	+2
2S+1	1
energy above the lowest of the compared OMol25 structures with the same formula, charge and spin	197.4	kJ/mol
highest occupied orbital energy (spin up / spin down)	-0.5486 / -0.5431	Eh

(2)
ORCA calculation (ωB97M-V/def2-TZVPD) on a 5-piece molecular cluster, C22H53Br2N2O5PS overall in a non-equilibrium geometry.

Structure (XYZ):
```
86
C22H53Br2N2O5PS (ωB97M-V/def2-TZVPD)
C 0.028 0.257 1.803
C 0.371 -0.981 0.813
S 1.747 -2.083 1.402
C 3.228 -1.056 1.949
P 3.357 -1.189 3.903
Br 3.256 1.086 3.966
Br 1.593 -2.621 3.830
C 5.117 -1.967 3.737
C 5.057 -3.541 3.392
N 5.017 -4.423 4.619
N 3.555 -1.327 5.670
C 2.323 -1.329 6.187
O 1.395 -1.648 6.981
H -0.654 1.011 1.238
H -0.597 -0.148 2.674
H 0.972 0.825 2.118
H -0.601 -1.606 0.735
H 0.581 -0.557 -0.249
H 3.095 0.036 1.627
H 4.187 -1.547 1.513
H 5.609 -1.874 4.785
H 5.785 -1.346 3.030
H 6.009 -3.852 2.803
H 4.143 -3.759 2.727
H 4.092 -4.863 4.727
H 5.297 -3.899 5.461
C -5.842 0.195 1.281
C -4.495 0.890 1.171
O -3.560 0.190 0.363
C -3.925 -0.021 -0.996
C -4.162 1.267 -1.766
H -5.719 -0.819 1.672
H -6.504 0.751 1.949
H -6.338 0.112 0.311
H -4.053 0.960 2.169
H -4.611 1.918 0.813
H -4.798 -0.680 -1.053
H -3.098 -0.563 -1.462
H -4.993 1.842 -1.354
H -4.394 1.047 -2.812
H -3.273 1.902 -1.731
C 2.915 -0.584 -4.296
C 3.359 -1.137 -2.952
O 2.325 -1.807 -2.245
C 1.746 -2.938 -2.884
C 2.746 -4.044 -3.178
H 2.069 0.098 -4.169
H 3.735 -0.041 -4.774
H 2.597 -1.376 -4.978
H 3.681 -0.306 -2.318
H 4.228 -1.794 -3.064
H 1.222 -2.630 -3.795
H 0.983 -3.324 -2.203
H 3.524 -3.719 -3.870
H 2.240 -4.905 -3.625
H 3.239 -4.368 -2.257
C 3.547 7.773 4.374
C 2.702 7.284 3.210
O 3.174 6.073 2.635
C 3.228 4.941 3.494
C 1.877 4.554 4.072
H 4.587 7.907 4.062
H 3.167 8.727 4.746
H 3.545 7.065 5.206
H 2.727 8.036 2.416
H 1.652 7.180 3.503
H 3.963 5.105 4.289
H 3.604 4.111 2.891
H 1.459 5.343 4.701
H 1.969 3.653 4.684
H 1.159 4.359 3.269
C -7.243 -0.538 -5.962
C -5.804 -0.586 -6.448
O -4.878 -0.966 -5.440
C -5.064 -2.250 -4.856
C -4.980 -3.388 -5.860
H -7.339 0.144 -5.113
H -7.904 -0.197 -6.762
H -7.596 -1.519 -5.634
H -5.511 0.415 -6.779
H -5.705 -1.240 -7.320
H -6.009 -2.280 -4.305
H -4.269 -2.375 -4.116
H -5.765 -3.325 -6.616
H -5.083 -4.351 -5.352
H -4.019 -3.369 -6.381
```

Summary:
net charge	0
2S+1	1
energy above the lowest of the compared OMol25 structures with the same formula, charge and spin	276.6	kJ/mol
highest occupied orbital energy	-0.2598	Eh

(3)
ORCA calculation (ωB97M-V/def2-TZVPD) on a 6-piece molecular cluster, C18H51N16O8Si overall.

Structure (XYZ):
```
94
C18H51N16O8Si (ωB97M-V/def2-TZVPD)
C 1.766 -2.543 2.938
C 1.057 -1.261 3.368
O -0.342 -1.521 3.351
C 1.446 -0.153 2.417
O 1.095 1.175 2.943
N 0.334 1.905 2.116
N -1.034 1.905 2.231
C -1.477 2.709 1.236
N -2.761 2.960 1.013
C -3.185 3.836 -0.104
N -2.488 5.096 -0.110
C -3.789 2.317 1.817
C -4.205 0.945 1.314
O -3.066 0.130 1.107
Si -3.085 -0.903 -0.227
C -2.713 0.018 -1.800
C -1.741 -2.146 0.061
C -4.758 -1.713 -0.336
N -0.439 3.184 0.524
C 0.658 2.678 1.078
C 2.049 2.858 0.607
C 2.371 1.912 -0.579
N 3.375 0.901 -0.222
H 1.025 -3.337 2.874
H 2.218 -2.448 1.949
H 2.554 -2.839 3.623
H 1.364 -0.973 4.380
H -0.835 -0.742 3.622
H 0.951 -0.280 1.452
H 2.526 -0.133 2.281
H -1.508 1.356 2.925
H -4.253 3.967 0.046
H -3.074 3.289 -1.039
H -2.050 5.288 -0.998
H -3.111 5.863 0.099
H -3.470 2.276 2.863
H -4.667 2.962 1.793
H -4.792 1.068 0.396
H -4.858 0.493 2.067
H -2.774 -0.730 -2.597
H -3.435 0.814 -1.999
H -1.705 0.438 -1.780
H -1.528 -2.670 -0.874
H -1.999 -2.882 0.823
H -0.822 -1.655 0.388
H -5.520 -1.031 -0.718
H -5.085 -2.049 0.651
H -4.708 -2.578 -0.999
H 2.165 3.901 0.319
H 2.735 2.646 1.426
H 2.723 2.496 -1.425
H 1.447 1.427 -0.905
H 4.005 0.777 -1.005
H 2.905 0.008 -0.131
C 4.743 -5.093 4.116
O 4.504 -4.286 3.232
N 4.591 -4.795 5.443
N 5.182 -6.356 3.849
H 4.785 -5.446 6.179
H 4.291 -3.869 5.679
H 5.308 -6.604 2.885
H 5.388 -7.033 4.558
C -1.377 -2.303 -5.365
O -1.766 -2.926 -4.388
N -1.411 -2.825 -6.624
N -0.870 -1.038 -5.262
H -1.087 -2.332 -7.434
H -1.782 -3.750 -6.729
H -0.830 -0.627 -4.347
H -0.534 -0.508 -6.043
C 6.800 1.177 1.269
O 6.817 1.439 0.078
N 7.944 0.958 1.985
N 5.629 1.079 1.971
H 7.951 0.741 2.963
H 8.813 1.024 1.490
H 4.786 1.235 1.436
H 5.585 0.851 2.945
C 2.667 -1.655 -2.990
O 2.295 -0.503 -3.171
N 3.920 -1.957 -2.539
N 1.843 -2.715 -3.217
H 4.240 -2.897 -2.397
H 4.568 -1.202 -2.412
H 0.923 -2.492 -3.554
H 2.094 -3.674 -3.069
C -6.152 3.444 -2.735
O -5.469 2.900 -1.875
N -7.173 2.798 -3.362
N -5.938 4.734 -3.127
H -7.743 3.222 -4.068
H -7.351 1.848 -3.096
H -5.188 5.235 -2.691
H -6.486 5.193 -3.829
```

Summary:
net charge	+1
2S+1	1
highest occupied orbital energy	-0.4165	Eh

(4)
ORCA calculation (ωB97M-V/def2-TZVPD) on one molecule with the formula C3H4O3.

Structure (XYZ):
```
10
C3H4O3 (ωB97M-V/def2-TZVPD)
O -0.219 -0.653 -1.473
C 0.207 0.221 -0.446
C 0.930 -0.529 0.663
O 1.944 -0.148 1.185
C -1.009 0.903 0.200
O -1.616 0.375 1.100
H -0.225 -1.561 -1.138
H 0.882 0.962 -0.884
H 0.419 -1.465 0.981
H -1.313 1.895 -0.187
```

Summary:
net charge	0
2S+1	1
energy above the lowest of the compared OMol25 structures with the same formula, charge and spin	187.0	kJ/mol
highest occupied orbital energy	-0.3687	Eh
SMILES	O=CC(O)C=O

(5)
ORCA calculation (ωB97M-V/def2-TZVPD) on C22H43Cl3O15 as an isolated structure in a non-equilibrium geometry.

Structure (XYZ):
```
83
C22H43Cl3O15 (ωB97M-V/def2-TZVPD)
C -0.556 3.440 1.297
Cl 0.842 3.398 2.338
Cl -0.843 5.089 0.880
Cl -1.971 2.711 2.112
H -0.319 2.845 0.415
C -0.024 -3.487 -0.777
O 0.083 -2.574 -1.872
C -0.909 -1.639 -2.077
O -1.948 -1.588 -1.430
O -0.465 -0.716 -2.941
C -1.344 0.268 -3.291
H 0.869 -3.476 -0.152
H -0.170 -4.472 -1.220
H -0.851 -3.273 -0.101
H -2.103 -0.171 -3.938
H -0.916 1.074 -3.887
H -1.645 0.693 -2.333
C 0.907 1.500 -2.407
O 2.095 1.185 -3.128
C 1.987 0.484 -4.312
O 0.967 0.042 -4.811
O 3.229 0.255 -4.782
C 3.352 -0.497 -6.005
H 0.135 1.822 -3.106
H 1.079 2.220 -1.607
H 0.545 0.623 -1.870
H 3.027 -1.510 -5.770
H 4.410 -0.534 -6.265
H 2.726 -0.192 -6.844
C 2.828 -3.087 0.820
O 1.973 -3.034 1.933
C 0.781 -2.457 1.927
O 0.262 -1.882 0.977
O 0.303 -2.521 3.186
C -0.909 -2.017 3.569
H 2.903 -2.075 0.423
H 2.541 -3.841 0.087
H 3.803 -3.468 1.123
H -1.779 -2.610 3.289
H -1.059 -0.995 3.220
H -0.892 -2.013 4.659
C -3.636 -0.301 -0.965
O -4.213 -1.097 -1.985
C -4.336 -0.526 -3.204
O -4.017 0.565 -3.648
O -4.845 -1.534 -3.992
C -4.974 -1.420 -5.392
H -2.744 0.249 -1.263
H -3.368 -1.006 -0.178
H -4.373 0.461 -0.710
H -4.052 -1.293 -5.959
H -5.644 -0.612 -5.688
H -5.320 -2.377 -5.783
C 0.689 0.946 1.210
C -0.272 0.799 0.103
O 0.008 1.217 -1.031
C -1.518 0.039 0.348
H 1.445 1.694 0.971
H 1.156 0.030 1.574
H 0.224 1.350 2.109
H -1.248 -0.700 1.103
H -1.836 -0.608 -0.469
H -2.284 0.710 0.738
C -0.362 1.038 5.948
C -0.402 0.204 4.710
O -1.466 -0.325 4.384
C 0.824 0.080 3.834
H 0.114 1.988 5.707
H 0.139 0.453 6.720
H -1.388 1.184 6.288
H 1.615 -0.344 4.453
H 1.070 1.058 3.421
H 0.698 -0.701 3.084
C 2.836 3.370 3.522
C 3.129 1.989 3.041
O 2.952 0.981 3.751
C 3.464 1.864 1.564
H 3.117 4.067 2.732
H 3.426 3.659 4.391
H 1.808 3.676 3.715
H 4.544 1.931 1.439
H 3.093 2.716 0.994
H 3.001 1.001 1.086
```

Summary:
net charge	0
2S+1	1
highest occupied orbital energy	-0.2844	Eh

(6)
ORCA calculation (ωB97M-V/def2-TZVPD) on C29H32NOZn as an isolated structure in a non-equilibrium geometry.

Structure (XYZ):
```
64
C29H32NOZn (ωB97M-V/def2-TZVPD)
C 2.536 -0.449 2.349
C 2.971 -1.024 1.120
C 2.797 -0.071 0.089
H 3.421 -2.005 1.005
C 2.245 1.119 0.653
C 2.067 0.876 2.072
H 2.167 2.092 0.162
C -0.779 -2.151 2.307
C 0.202 -2.953 1.672
C -0.058 -2.963 0.280
H 1.005 -3.487 2.169
C -1.190 -2.137 0.029
C -1.624 -1.608 1.289
H 3.111 -0.179 -0.952
H 1.799 1.634 2.808
H 2.645 -0.893 3.337
H -2.559 -1.059 1.440
H 0.461 -3.564 -0.468
H -0.918 -2.029 3.374
Zn 0.138 0.173 0.950
C -1.959 -2.000 -1.264
C -3.348 -2.636 -1.075
C -1.222 -2.697 -2.414
H -3.278 -3.677 -0.729
H -3.897 -2.629 -2.027
H -3.938 -2.072 -0.338
H -1.138 -3.776 -2.215
H -0.210 -2.291 -2.554
H -1.786 -2.573 -3.349
C -2.210 -0.506 -1.615
C -0.990 0.333 -1.860
H -2.826 -0.049 -0.816
H -2.814 -0.487 -2.538
O -0.046 0.462 -1.026
N -0.900 1.005 -3.006
C 0.150 2.026 -3.228
H -1.703 0.982 -3.629
C 1.510 1.464 -3.538
C 2.644 2.128 -3.043
H 2.505 3.033 -2.446
C 3.922 1.639 -3.320
H 4.799 2.152 -2.915
C 4.083 0.498 -4.118
H 5.087 0.118 -4.334
C 2.952 -0.145 -4.633
H 3.071 -1.035 -5.254
C 1.667 0.341 -4.351
H 0.787 -0.151 -4.772
H 0.211 2.668 -2.339
H -0.224 2.621 -4.070
C -1.156 1.490 1.742
C -1.341 1.615 3.200
C -0.654 0.848 4.176
C -0.841 1.099 5.539
C -1.735 2.098 5.952
C -2.445 2.837 4.990
C -2.255 2.593 3.636
H -2.117 1.287 1.235
H -0.720 2.418 1.323
H 0.029 0.051 3.860
H -0.283 0.518 6.278
H -1.870 2.305 7.017
H -3.146 3.610 5.302
H -2.803 3.160 2.878
```

Summary:
net charge	-1
2S+1	1
highest occupied orbital energy	-0.1205	Eh